11
Properties=species:S:1:pos:R:3:forces:R:3:nbo_charge:R:1 method="wB97M-V/def2-TZVPD" de_lowest_kcal_mol=151.20 max_force_ha_per_bohr=0.0756 e_homo_ev="-8.7 / -10.2"
C 0.8157 1.2814 -0.4215 2.26 -0.69 0.79 -0.39
C 0.4016 0.5074 0.6262 0.26 0.00 -0.03 0.29
C -0.8940 0.0684 0.9513 3.31 -1.80 0.97 -0.35
N -0.9502 -1.4819 -0.9795 0.16 0.23 0.41 0.38
F 1.4059 -0.0607 1.3870 -0.64 0.38 -0.30 -0.35
F -0.1852 -0.6686 -1.7683 -0.20 -0.91 -0.10 -0.23
F -0.0671 -2.4221 -0.5137 -0.14 0.48 -0.36 -0.23
H 1.9899 1.3731 -0.4974 -2.77 0.11 -0.26 0.23
H 0.0951 1.5025 -1.1988 0.40 0.59 0.17 0.22
H -1.7180 0.5972 0.6709 -2.13 1.09 -0.82 0.21
H -0.8937 -0.6967 1.7438 -0.50 0.54 -0.46 0.22

63
Properties=species:S:1:pos:R:3:forces:R:3:nbo_charge:R:1 method="wB97M-V/def2-TZVPD" de_lowest_kcal_mol=23.22 max_force_ha_per_bohr=0.0463 e_homo_ev=-7.2
Hf -0.3594 0.4734 -0.0483 -0.73 0.88 -2.08 2.29
C -4.1988 1.4597 1.4652 0.40 -0.05 -0.04 -0.68
C -2.7393 1.1287 1.6542 -0.63 0.15 0.63 0.51
O -1.9386 1.5662 0.7356 -0.43 0.17 0.11 -0.81
C -2.3201 0.4503 2.7798 -0.07 -0.12 -0.38 -0.44
C -0.9471 0.2311 3.0459 0.25 0.39 0.06 0.36
C -0.4867 -0.1729 4.4131 0.07 0.00 -0.25 -0.67
N -0.0920 0.5010 2.0950 0.09 -0.18 0.15 -0.50
N 1.2508 0.4945 2.3623 0.74 -0.05 0.46 -0.37
C 1.9328 1.0269 1.3894 -0.20 -0.14 1.14 0.52
O 1.3828 1.4823 0.2956 0.87 0.84 0.24 -0.84
C 3.3893 1.1256 1.5895 0.33 0.15 -0.13 -0.14
C 4.2172 1.5649 0.5596 -0.29 -0.05 0.08 -0.19
C 5.5805 1.6695 0.7649 0.22 -0.01 -0.06 -0.22
C 6.1310 1.3403 1.9925 0.03 0.03 -0.07 -0.20
C 5.3105 0.9015 3.0212 0.02 -0.02 0.00 -0.23
C 3.9483 0.7959 2.8246 -0.05 0.04 -0.10 -0.11
H -4.5559 0.9184 0.5893 -0.01 -0.02 -0.08 0.25
H -4.3085 2.5245 1.2666 0.00 0.08 -0.02 0.22
H -4.7912 1.1842 2.3309 -0.05 -0.02 0.08 0.21
H -3.0444 0.1626 3.5254 -0.05 0.00 -0.02 0.22
H -1.3195 -0.5212 5.0138 -0.10 -0.01 0.03 0.22
H -0.0268 0.6856 4.9004 0.07 0.01 0.08 0.24
H 0.2672 -0.9530 4.3314 0.07 0.00 0.04 0.24
H 3.7770 1.8344 -0.3909 -0.02 0.01 -0.05 0.22
H 6.2206 2.0042 -0.0378 0.05 0.06 -0.07 0.21
H 7.1963 1.4319 2.1500 0.06 -0.01 0.00 0.21
H 5.7416 0.6404 3.9755 0.01 -0.01 0.12 0.21
H 3.2855 0.4741 3.6110 0.00 -0.07 0.10 0.23
N -0.5267 2.6605 -1.1699 -0.11 0.22 0.06 -0.86
C -1.3533 2.5187 -2.3643 -0.13 -0.01 -0.49 -0.23
C -0.6861 1.5152 -3.3236 -0.30 0.39 0.13 -0.23
N 0.1056 0.5239 -2.5798 0.15 -0.50 -0.21 -0.68
C 1.5284 0.5151 -2.9276 0.29 -0.31 -0.02 -0.22
C 2.1309 -0.7697 -2.3579 -0.01 0.48 -0.16 -0.23
N 1.8176 -0.8424 -0.9319 0.16 -0.60 0.22 -0.87
H 0.3502 3.1274 -1.3912 -0.03 -0.17 0.19 0.39
H -1.0160 3.2164 -0.4731 0.12 -0.01 -0.07 0.41
H -2.3219 2.1273 -2.0470 0.05 0.14 -0.04 0.23
H -1.5150 3.4700 -2.8901 -0.03 -0.14 0.12 0.19
H -1.4727 1.0156 -3.8936 0.13 0.05 0.02 0.23
H -0.0437 2.0517 -4.0296 0.04 -0.09 0.07 0.19
H -0.2694 -0.4010 -2.8010 -0.02 0.25 0.07 0.41
H 1.6900 0.5476 -4.0168 -0.06 0.07 0.18 0.19
H 2.0097 1.3869 -2.4721 -0.02 -0.01 -0.07 0.19
H 1.6718 -1.6251 -2.8641 0.06 0.02 0.05 0.20
H 3.2088 -0.7944 -2.5649 -0.17 -0.06 0.03 0.20
H 1.6242 -1.8224 -0.6799 0.10 0.33 -0.05 0.43
H 2.6154 -0.5356 -0.3822 -0.12 0.01 -0.10 0.38
O 0.3793 -3.1498 -0.7426 -0.52 0.08 0.33 -0.65
C -0.6165 -2.5130 -0.3930 0.47 -1.08 -0.54 0.83
O -0.5408 -1.4481 0.3440 -0.06 -1.10 0.63 -0.85
C -1.9663 -2.9421 -0.8333 -0.37 0.11 -0.07 -0.25
C -2.2900 -4.2954 -0.8206 0.07 0.01 0.09 -0.15
C -3.5283 -4.7289 -1.2516 0.01 -0.07 -0.01 -0.25
C -4.4308 -3.8060 -1.7673 -0.01 -0.11 0.02 -0.19
C -4.1050 -2.4694 -1.8225 0.06 0.15 0.08 -0.26
C -2.8850 -2.0024 -1.3215 0.30 -0.36 0.08 0.00
S -2.5431 -0.2995 -1.4022 -0.61 0.38 -0.51 -0.39
H -1.5525 -4.9932 -0.4496 0.03 -0.07 -0.01 0.22
H -3.7917 -5.7748 -1.2029 0.03 -0.09 0.00 0.21
H -5.3947 -4.1378 -2.1293 -0.03 -0.01 -0.04 0.21
H -4.7853 -1.7504 -2.2529 -0.12 0.06 0.00 0.21

48
Properties=species:S:1:pos:R:3:forces:R:3:nbo_charge:R:1 method="wB97M-V/def2-TZVPD" de_lowest_kcal_mol=0.00 max_force_ha_per_bohr=0.0399 e_homo_ev=-7.7 smiles="CNC(=O)[C@H](CC(C)C)NC(C)=O.Cc1ccccc1N"
C 1.6615 -0.0273 5.1306 -0.41 0.02 -0.23 -0.42
N 0.2931 0.4829 5.0485 1.27 -0.24 0.77 -0.61
C -0.4999 0.5270 3.9734 -1.36 0.55 -0.61 0.66
O -1.6232 1.0035 4.0792 0.19 -0.20 -0.42 -0.62
C 0.0094 0.0163 2.6076 -0.21 -0.11 -0.24 -0.14
C 0.7087 1.1453 1.8241 -0.13 -0.31 -0.19 -0.38
C 1.3559 0.7186 0.4922 0.52 0.23 0.28 -0.22
C 1.8744 1.9549 -0.2417 -0.37 -0.11 0.15 -0.61
C 2.5292 -0.2441 0.6872 -0.56 -0.02 -0.05 -0.61
N -1.0955 -0.5195 1.7979 1.22 1.38 0.90 -0.61
C -1.4106 -1.7943 1.5741 -0.65 -1.52 -0.40 0.68
C -0.5556 -2.9007 2.1582 -0.13 0.30 -0.01 -0.71
O -2.3806 -2.0805 0.8914 -0.18 0.05 -0.12 -0.63
H 2.2977 0.4678 4.3952 0.09 -0.07 0.06 0.20
H 2.0657 0.1672 6.1255 -0.13 0.01 -0.16 0.22
H 1.6724 -1.1045 4.9555 0.18 -0.02 0.03 0.20
H -0.1262 0.8486 5.8911 -0.04 0.01 -0.18 0.41
H 0.7385 -0.7671 2.7988 -0.05 -0.24 -0.16 0.22
H -0.0327 1.9190 1.6167 -0.07 0.10 0.10 0.22
H 1.4761 1.5928 2.4556 0.10 0.13 0.10 0.20
H 0.6132 0.2402 -0.1423 -0.23 -0.16 0.04 0.21
H 1.0501 2.6412 -0.4388 0.09 0.18 -0.06 0.21
H 2.3258 1.6617 -1.1892 0.08 0.09 -0.02 0.21
H 2.6240 2.4636 0.3645 0.05 0.10 -0.04 0.21
H 3.2797 0.2028 1.3390 0.10 -0.03 0.05 0.20
H 2.1804 -1.1804 1.1186 0.17 -0.16 0.09 0.20
H 2.9834 -0.4668 -0.2788 0.08 -0.05 0.06 0.22
H -1.7732 0.1452 1.4554 -0.04 0.05 0.07 0.42
H -1.0124 -3.8593 1.9149 0.01 0.20 -0.03 0.25
H 0.4401 -2.8555 1.7239 0.22 -0.07 0.12 0.22
H -0.5083 -2.7894 3.2393 0.22 -0.07 0.13 0.22
C -1.7579 -0.2369 -1.9067 0.03 0.09 -0.33 -0.64
C -1.5817 -0.1024 -3.4001 -0.58 -0.35 -0.22 -0.10
C -2.3991 -0.8547 -4.2583 0.60 0.59 -0.40 -0.17
C -2.2548 -0.7578 -5.6458 0.08 0.04 0.10 -0.26
C -1.2863 0.0893 -6.1892 -0.02 0.05 0.57 -0.19
C -0.4667 0.8402 -5.3411 -0.59 -0.48 -0.48 -0.29
C -0.6105 0.7485 -3.9561 0.11 -0.23 -0.27 0.25
N 0.2257 1.5047 -3.1520 0.02 0.15 0.60 -0.85
H -0.9706 -0.8753 -1.4957 -0.07 0.03 0.19 0.21
H -2.7254 -0.6888 -1.6669 0.28 0.03 0.02 0.24
H -1.7139 0.7424 -1.4204 0.00 -0.04 0.09 0.20
H -3.1524 -1.5194 -3.8455 0.10 0.11 0.05 0.21
H -2.8965 -1.3412 -6.2993 0.09 0.07 0.08 0.21
H -1.1720 0.1650 -7.2663 0.01 0.01 0.14 0.21
H 0.2824 1.4986 -5.7661 0.02 0.01 0.06 0.20
H 1.0375 1.9342 -3.5879 -0.39 -0.34 0.43 0.39
H 0.2809 1.2444 -2.1702 0.25 0.25 -0.66 0.39

43
Properties=species:S:1:pos:R:3:forces:R:3:mulliken_spin:R:1 method="wB97M-V/def2-TZVPD" de_lowest_kcal_mol=32.13 max_force_ha_per_bohr=0.0155 spin_multiplicity=5 total_charge=+1 e_homo_ev="-10.8 / -11.3"
Rh -0.0740 -0.6173 0.0670 -0.46 -0.56 -0.13 2.46
C -4.3547 -1.2690 -1.0096 0.13 -0.03 -0.17 0.01
Se -2.8104 -1.3529 0.1736 -0.02 0.04 0.34 0.13
C -2.5898 -3.2834 0.3034 -0.02 -0.04 -0.10 0.00
C -1.7143 -3.8832 -0.7802 0.02 0.07 -0.05 0.01
Se 0.0931 -3.1199 -0.8584 0.06 0.02 0.08 0.06
C 0.1341 -2.7521 -2.7682 0.02 0.00 0.01 0.00
H -5.2294 -1.5801 -0.4464 0.01 -0.01 0.00 0.01
H -4.2105 -1.8942 -1.8864 0.01 0.01 0.00 0.00
H -4.4593 -0.2313 -1.3149 0.00 0.00 0.01 0.00
H -3.5823 -3.7325 0.2538 -0.02 0.04 0.04 0.00
H -2.1986 -3.4796 1.3006 0.05 0.02 -0.01 -0.01
H -2.1428 -3.7288 -1.7695 -0.02 0.00 0.01 0.00
H -1.5906 -4.9533 -0.6198 0.00 0.00 -0.02 0.00
H 0.0895 -3.6958 -3.3042 0.00 0.01 -0.01 0.00
H 1.0767 -2.2553 -2.9848 0.00 0.00 0.01 0.00
H -0.7000 -2.1094 -3.0374 0.00 0.00 0.00 0.00
Se 2.4367 -0.6230 0.8204 0.42 0.67 -0.10 0.92
C 4.0630 -1.5527 0.7226 -0.26 -0.34 0.05 0.05
C 4.1466 -2.9278 0.9679 -0.05 -0.04 -0.11 0.05
C 5.3696 -3.5622 0.8696 0.03 0.01 0.03 -0.04
C 6.5048 -2.8338 0.5258 -0.02 0.01 0.00 0.10
C 6.4220 -1.4667 0.2860 0.00 -0.02 -0.03 -0.04
C 5.2061 -0.8169 0.3923 0.00 0.07 0.09 0.08
H 3.2550 -3.4809 1.2315 0.01 -0.02 -0.02 0.00
H 5.4442 -4.6245 1.0586 0.00 0.00 0.01 0.00
H 7.4605 -3.3345 0.4482 0.00 0.00 0.00 0.00
H 7.3094 -0.9072 0.0238 0.00 0.00 0.00 0.00
H 5.1287 0.2486 0.2222 0.02 0.00 0.02 0.00
N -3.4034 8.6849 1.2613 0.00 0.00 0.00 0.03
C -3.0050 7.6162 1.1265 -0.01 0.02 0.01 -0.01
C -2.5091 6.2781 0.9581 0.02 -0.05 -0.01 0.07
C -1.5347 6.0186 -0.0062 0.00 0.03 0.00 -0.03
C -1.0618 4.7337 -0.1700 -0.02 -0.03 -0.01 0.06
C -1.5583 3.6932 0.6284 0.01 0.06 0.04 -0.09
C -2.5338 3.9672 1.5984 0.03 -0.02 0.00 0.06
C -3.0076 5.2516 1.7611 -0.02 0.03 0.01 -0.03
C -1.0795 2.3718 0.4576 -0.08 -0.03 -0.10 -0.14
C -0.6586 1.2251 0.3057 0.15 0.10 0.10 0.29
H -1.1583 6.8270 -0.6170 0.00 0.00 0.00 0.00
H -0.3059 4.5177 -0.9120 0.00 0.00 0.00 0.00
H -2.9070 3.1623 2.2162 0.00 0.00 0.00 0.00
H -3.7606 5.4723 2.5046 0.00 0.00 0.00 0.00